Entry from OMol25: a structure of composition C44H50LiO20S in a non-equilibrium geometry (wB97M-V/def2-TZVPD).

Summary:
Total energy ... -3616.881647 Ha

Geometry as ORCA input:
```
! RIJCOSX wB97M-V def2-TZVPD def2/J DEFGRID3
* xyz -1 1
Li -2.567 2.033 -2.614
S -0.611 0.315 -0.588
O -1.428 1.100 -1.379
O -1.502 -0.364 0.394
O 0.069 -0.578 -1.411
O 0.258 1.243 0.044
C -5.012 2.871 -0.696
O -4.124 1.945 -1.310
H -6.162 3.032 -1.003
H -4.494 3.658 -0.999
H -5.200 2.591 0.422
H -3.716 1.340 -0.522
C -3.161 0.254 -5.292
O -2.493 0.545 -4.071
H -2.974 -0.711 -5.717
H -2.848 0.987 -5.922
H -4.148 0.318 -5.083
H -1.692 0.115 -3.707
C 1.883 -2.968 0.080
C 2.952 -3.420 0.684
C 3.812 -4.401 -0.025
C 3.380 -4.869 -1.285
C 2.231 -4.419 -1.902
C 1.398 -3.450 -1.245
O 0.317 -2.930 -1.920
O 4.854 -5.114 0.526
H 1.269 -2.265 0.524
H 3.260 -3.000 1.794
H 4.063 -5.557 -1.634
H 2.164 -4.679 -2.890
H 0.243 -2.137 -1.803
H 5.378 -5.024 1.398
C -0.263 -0.581 3.441
C 0.590 -0.386 4.562
C 0.624 -1.382 5.587
C -0.202 -2.544 5.406
C -0.893 -2.827 4.242
C -0.792 -1.847 3.148
O -1.509 -2.239 2.058
O 1.548 -1.290 6.528
H -0.586 0.354 2.789
H 0.968 0.554 4.649
H -0.056 -3.157 6.447
H -1.253 -3.787 4.133
H -1.721 -1.440 1.281
H 1.515 -2.065 7.174
C -4.949 -1.283 -2.281
C -5.321 -1.801 -3.592
C -4.356 -2.814 -4.027
C -3.250 -3.195 -3.305
C -3.059 -2.656 -2.007
C -3.938 -1.758 -1.486
O -3.767 -1.247 -0.236
O -4.552 -3.217 -5.318
H -5.638 -0.481 -1.833
H -6.167 -1.696 -4.159
H -2.443 -3.807 -3.594
H -2.235 -3.093 -1.492
H -2.848 -0.898 -0.129
H -3.600 -3.610 -5.722
C -2.212 2.969 1.688
C -2.431 4.348 1.878
C -3.468 4.843 2.675
C -4.318 3.979 3.356
C -4.223 2.573 3.155
C -3.120 2.060 2.302
O -3.118 0.724 2.013
O -3.603 6.224 2.832
H -1.257 2.581 1.033
H -1.589 5.051 1.424
H -4.957 4.317 4.019
H -4.937 1.814 3.473
H -2.524 0.238 1.441
H -4.301 6.482 3.382
C 2.852 -2.170 -5.381
C 2.051 -1.591 -4.478
C 1.001 -0.701 -4.876
C 0.786 -0.462 -6.184
C 1.538 -1.093 -7.235
C 2.657 -1.978 -6.866
O 3.565 -2.480 -7.691
O 0.224 -0.117 -3.953
H 3.718 -2.851 -5.235
H 2.304 -1.893 -3.441
H 0.011 0.044 -6.625
H 1.493 -1.008 -8.253
H 3.238 -2.472 -8.625
H 0.376 -0.220 -3.020
C 6.248 0.209 1.650
C 5.534 0.365 0.370
C 4.144 0.430 0.400
C 3.446 0.594 1.648
C 4.148 0.315 2.766
C 5.509 0.062 2.914
O 6.082 -0.325 4.017
O 3.497 0.633 -0.742
H 7.244 -0.147 1.692
H 6.123 0.270 -0.580
H 2.461 0.707 1.697
H 3.653 0.373 3.590
H 5.472 -0.266 4.656
H 2.719 0.576 -0.596
C 2.976 4.695 3.765
C 2.816 4.425 2.470
C 1.719 3.547 2.181
C 0.850 2.950 3.150
C 1.172 3.315 4.474
C 2.160 4.156 4.742
O 2.431 4.442 6.072
O 1.395 3.369 0.823
H 3.760 5.522 4.034
H 3.321 4.833 1.665
H -0.078 2.382 3.014
H 0.680 3.096 5.400
H 2.740 5.325 6.177
H 0.801 2.690 0.666
*
```

Here are the Mulliken charges for atoms 1 to 5, given in e:
1. Li 0.738
2. S 0.386
3. O 0.159
4. O -0.672
5. O -0.945

---

Entry from OMol25: a structure of composition C44H51BCsN9O2Sb2 (wB97M-V/def2-TZVPD).

Summary:
Total energy ... -2876.236717 Ha

Geometry as ORCA input:
```
! RIJCOSX wB97M-V def2-TZVPD def2/J DEFGRID3
* xyz -2 1
Cs 0.753 0.342 0.520
C 3.338 4.309 1.059
C 1.903 4.658 1.341
C 1.386 5.896 0.986
C 0.063 6.220 1.262
C -0.740 5.280 1.888
C -0.261 4.022 2.242
C -1.195 3.004 2.831
C 1.086 3.704 1.981
N 1.648 2.448 2.219
C 1.742 1.998 3.457
O 1.382 2.541 4.524
C 2.483 0.663 3.600
C 2.899 0.305 4.878
C 3.666 -0.836 5.031
C 3.983 -1.591 3.917
C 3.495 -1.196 2.676
N 2.763 -0.088 2.531
C 3.837 -2.058 1.461
O 4.505 -3.092 1.693
N 3.436 -1.600 0.289
C 3.792 -2.380 -0.815
C 4.769 -1.897 -1.703
C 5.454 -0.598 -1.386
C 5.079 -2.612 -2.852
C 4.433 -3.806 -3.147
C 3.476 -4.288 -2.264
C 3.152 -3.598 -1.101
C 2.123 -4.133 -0.149
H 3.843 5.127 0.541
H 3.409 3.401 0.456
H 3.875 4.092 1.985
H 2.032 6.616 0.492
H -0.336 7.188 0.984
H -1.782 5.508 2.088
H -2.157 3.466 3.064
H -0.777 2.571 3.739
H -1.389 2.198 2.117
H 2.616 0.946 5.700
H 4.019 -1.132 6.013
H 4.584 -2.489 3.961
H 4.726 0.210 -1.285
H 6.172 -0.335 -2.166
H 5.973 -0.660 -0.428
H 5.832 -2.221 -3.529
H 4.673 -4.354 -4.051
H 2.963 -5.220 -2.481
H 1.563 -4.957 -0.595
H 1.422 -3.348 0.147
H 2.611 -4.477 0.766
C -2.790 3.822 -0.624
C -1.576 3.115 -0.662
N -1.776 1.809 -0.562
N -3.104 1.646 -0.388
C -3.735 2.837 -0.429
B -3.752 0.297 0.010
N -3.484 -0.787 -1.074
C -3.799 -0.674 -2.377
C -3.648 -1.912 -2.968
C -3.225 -2.733 -1.906
N -3.139 -2.052 -0.772
N -3.301 -0.176 1.397
C -4.153 -0.498 2.391
C -3.414 -0.868 3.493
C -2.085 -0.710 3.066
N -2.027 -0.288 1.813
H -2.942 4.886 -0.687
H -0.573 3.507 -0.752
H -4.803 2.888 -0.302
H -4.947 0.504 0.087
H -4.108 0.274 -2.784
H -3.815 -2.176 -3.999
H -2.976 -3.783 -1.918
H -5.217 -0.448 2.231
H -3.776 -1.188 4.455
H -1.171 -0.865 3.621
C -2.139 4.262 -5.386
Sb -2.034 2.457 -4.183
C 0.048 2.798 -3.789
C -1.854 1.174 -5.975
C -0.468 0.949 -6.470
C 0.121 1.914 -7.292
C 1.433 1.815 -7.725
C 2.195 0.724 -7.333
C 1.620 -0.255 -6.540
C 0.294 -0.177 -6.105
C -0.240 -1.284 -5.253
Sb -0.183 -0.890 -3.101
C 1.928 -0.488 -3.134
C -0.008 -2.993 -2.712
H -1.284 4.324 -6.061
H -2.128 5.131 -4.725
H -3.062 4.279 -5.966
H 0.602 2.856 -4.725
H 0.468 2.016 -3.158
H 0.126 3.747 -3.256
H -2.441 1.720 -6.718
H -2.382 0.250 -5.749
H -0.477 2.768 -7.591
H 1.857 2.587 -8.355
H 3.228 0.631 -7.645
H 2.209 -1.113 -6.237
H 0.360 -2.181 -5.410
H -1.278 -1.528 -5.483
H 2.469 -1.305 -3.612
H 2.312 -0.390 -2.119
H 2.112 0.441 -3.676
H 0.977 -3.342 -3.019
H -0.789 -3.508 -3.270
H -0.155 -3.189 -1.651
*
```

Here are the Mulliken charges for atoms 1 to 5, given in e:
1. Cs 1.352
2. C -1.386
3. C 1.387
4. C -0.994
5. C -0.876

---

Question: Among the records above, which one has the highest total energy?
Answer: C44H51BCsN9O2Sb2